Record 1
{
  "formula": "C3H4N2",
  "method": "ωB97M-V/def2-TZVPD",
  "symbols": ["N", "C", "C", "C", "N", "H", "H", "H", "H"],
  "coordinates": [[2.9053, -1.5271, -0.2891], [1.9732, -0.8142, -0.2008], [0.7949, -0.1476, 0.2680], [-0.4149, -0.1719, -0.2165], [-1.3385, 0.8929, -0.1095], [0.8757, 0.7552, 0.8549], [-1.0055, -1.2021, -0.6573], [-2.5218, 0.4399, -0.0175], [-1.2684, 1.7749, 0.3678]],
  "charge": 0,
  "e_homo_ev": -9.07,
  "e_above_lowest_kj_mol": 266.9,
  "orbital_gap_ev": 9.511,
  "smiles": "N#C/C=C/N"
}

Record 2
{
  "formula": "C25H23AsBr2Cl3CrN4O2Se",
  "method": "ωB97M-V/def2-TZVPD",
  "symbols": ["Cr", "C", "C", "C", "C", "C", "C", "Br", "C", "C", "Br", "C", "O", "C", "N", "H", "H", "H", "H", "H", "H", "Cl", "C", "C", "C", "Cl", "C", "O", "C", "Cl", "C", "H", "H", "N", "C", "C", "C", "C", "C", "N", "H", "H", "H", "H", "H", "H", "Se", "C", "N", "C", "As", "C", "C", "H", "H", "H", "H", "H", "H", "H", "H", "H"],
  "coordinates": [[0.4658, 0.9946, 0.4354], [2.4241, 2.0716, -2.3537], [1.0299, 1.5100, -2.5859], [0.6505, 1.4347, -3.9155], [-0.3989, 0.6917, -4.3542], [-1.0884, -0.0842, -3.4014], [-2.1033, -1.0583, -3.6496], [-2.6260, -1.4394, -5.4461], [-2.7996, -1.6810, -2.6653], [-2.4586, -1.5493, -1.3271], [-3.6231, -2.4593, -0.0861], [-1.3391, -0.6999, -0.9987], [-0.9409, -0.5572, 0.2424], [-0.7061, 0.1157, -1.9788], [0.2541, 1.0023, -1.5719], [2.4277, 2.8190, -1.5601], [2.8149, 2.5207, -3.3119], [3.0073, 1.2005, -2.0309], [1.2903, 1.8867, -4.6891], [-0.6810, 0.7989, -5.4502], [-3.5793, -2.3720, -2.9865], [4.5053, 3.8536, 5.4087], [3.8885, 3.0648, 4.0645], [2.7884, 2.1540, 4.0509], [2.1764, 1.8063, 2.8198], [0.7825, 0.8208, 2.9802], [2.6082, 2.3762, 1.5847], [1.9353, 2.4138, 0.4638], [3.9244, 2.9043, 1.6108], [4.7271, 3.2997, 0.2413], [4.5026, 3.1828, 2.8020], [2.2506, 1.8705, 4.9226], [5.5256, 3.4732, 2.8137], [-2.6063, 0.7919, 1.9786], [-2.2729, 2.1069, 1.7243], [-2.9353, 3.1979, 2.3822], [-2.3772, 4.4722, 2.2016], [-1.2244, 4.6521, 1.3964], [-0.8050, 3.5823, 0.6456], [-1.2699, 2.3265, 0.8294], [-3.3490, 0.6111, 2.6575], [-2.0980, -0.0347, 1.5758], [-3.9452, 3.0437, 2.8038], [-2.8602, 5.2811, 2.6442], [-0.6044, 5.5547, 1.3814], [-0.0369, 3.7621, -0.0992], [2.4408, -3.3034, -0.3601], [2.0867, -1.5960, 0.0949], [1.8721, -0.4593, 0.3190], [0.2143, -5.6707, 1.1847], [-0.9872, -4.4395, 0.1696], [-2.5260, -5.6481, -0.0104], [-0.4096, -4.7388, -1.7085], [0.4792, -6.5346, 0.5036], [-0.3584, -6.0612, 2.0672], [1.1217, -5.1814, 1.5209], [-2.1066, -6.6569, -0.1157], [-3.0903, -5.4273, -0.8966], [-3.0713, -5.5586, 0.9599], [-1.1742, -5.4799, -2.1494], [0.6175, -5.1568, -1.5759], [-0.3595, -3.8011, -2.2028]],
  "charge": -1,
  "multiplicity": 5,
  "e_homo_ev": [-3.62, -4.73],
  "s_squared": 6.016,
  "e_above_lowest_kj_mol": 179.3,
  "orbital_gap_ev": [5.761, 6.747]
}

Record 3
{
  "formula": "C5H9NO",
  "method": "ωB97M-V/def2-TZVPD",
  "symbols": ["C", "C", "O", "C", "C", "N", "C", "H", "H", "H", "H", "H", "H", "H", "H", "H"],
  "coordinates": [[1.3361, -0.5097, 1.7151], [0.1110, 0.3654, 1.6066], [-0.3133, 1.0216, 2.5350], [-0.6067, 0.3978, 0.2990], [-0.9563, -0.8348, -0.4812], [0.1270, -0.0093, -0.8777], [-0.0670, 0.7955, -2.0378], [1.7749, -0.3871, 2.7074], [1.0710, -1.5639, 1.5641], [2.0621, -0.2539, 0.9368], [-1.3284, 1.2139, 0.2158], [-1.9153, -0.6887, -1.1536], [-0.6884, -1.8325, -0.1237], [-0.2816, 0.0061, -2.9747], [0.7491, 1.4539, -2.3175], [-0.9578, 1.4477, -2.0861]],
  "charge": 0,
  "e_homo_ev": -9.45,
  "e_above_lowest_kj_mol": 245.4,
  "orbital_gap_ev": 10.367,
  "smiles": "CC(=O)[C@@H]1CN1C"
}

Record 4
{
  "formula": "HNO2",
  "method": "ωB97M-V/def2-TZVPD",
  "symbols": ["O", "N", "O", "H"],
  "coordinates": [[1.3196, 0.0497, -0.0274], [0.4069, -0.7193, -0.0014], [-0.8081, -0.1566, -0.0369], [-0.9184, 0.8262, 0.0657]],
  "charge": 0,
  "e_homo_ev": -10.93,
  "e_above_lowest_kj_mol": 18.2,
  "orbital_gap_ev": 11.131,
  "smiles": "O=NO"
}

Record 5
{
  "formula": "C7H11N3O4",
  "method": "ωB97M-V/def2-TZVPD",
  "symbols": ["C", "O", "C", "C", "N", "C", "N", "C", "C", "N", "O", "O", "O", "C", "H", "H", "H", "H", "H", "H", "H", "H", "H", "H", "H"],
  "coordinates": [[-0.1796, -2.3739, 0.9575], [1.0585, -1.8829, 0.3984], [1.1333, -0.6141, 0.0552], [2.4203, -0.1201, -0.5072], [0.3339, 0.3598, 0.3757], [-0.9310, 0.6548, 0.6917], [-2.0139, 0.4871, -0.0355], [-2.2273, 0.0424, -1.2620], [-1.5231, 0.3440, -2.4080], [-0.3384, 1.0545, -2.5230], [0.4893, 0.6827, -3.3831], [-0.0819, 1.8263, -1.6446], [-1.1240, 1.3005, 1.7795], [0.0546, 1.4503, 2.6031], [-0.4999, -1.5466, 1.7462], [0.1406, -3.3643, 1.3738], [-0.9459, -2.3562, 0.0707], [2.8250, 0.5166, 0.2619], [2.3440, 0.6562, -1.3596], [3.0686, -0.9095, -0.8666], [-3.1228, -0.5299, -1.1816], [-1.8465, -0.1933, -3.4199], [-0.1976, 2.2402, 3.3019], [0.8639, 1.7374, 1.8688], [0.2997, 0.5382, 3.1066]],
  "charge": 0,
  "e_homo_ev": -8.44,
  "e_above_lowest_kj_mol": 627.4,
  "orbital_gap_ev": 8.723,
  "smiles": "CO\\C(C)=N/C(=N\\C=C/[N+](=O)[O-])OC"
}

Record 6
{
  "formula": "C4H10N2O2",
  "method": "ωB97M-V/def2-TZVPD",
  "symbols": ["C", "C", "C", "N", "N", "C", "O", "O", "H", "H", "H", "H", "H", "H", "H", "H", "H", "H"],
  "coordinates": [[1.8965, 0.2274, -1.2097], [0.3589, -0.2060, 2.0518], [-1.4710, -1.0877, -0.4060], [0.9808, 0.4589, -0.1051], [0.9272, -0.4799, 0.7545], [-0.7498, 0.6468, -0.6888], [-1.3505, 1.4574, 0.2282], [-0.7715, 0.8823, -1.8791], [-1.9235, 2.0834, -0.2391], [1.7545, 1.0321, -1.9285], [1.6830, -0.7235, -1.7042], [2.9152, 0.2609, -0.8309], [0.3029, -1.1509, 2.5878], [1.0596, 0.4758, 2.5543], [-1.2513, -1.6357, -1.3179], [-2.5178, -0.7928, -0.3654], [-1.2177, -1.7028, 0.4551], [-0.6256, 0.2543, 2.0431]],
  "charge": 0,
  "e_homo_ev": -8.74,
  "e_above_lowest_kj_mol": 559.9,
  "orbital_gap_ev": 7.867
}

Record 7
{
  "formula": "C6H6Cl2LaN2O3Sc",
  "method": "ωB97M-V/def2-TZVPD",
  "symbols": ["La", "Sc", "Cl", "Cl", "C", "C", "C", "O", "O", "O", "C", "N", "C", "C", "N", "H", "H", "H", "H", "H", "H"],
  "coordinates": [[-1.1663, -0.0701, -4.8559], [0.3847, 0.1231, -1.2605], [-0.8503, -1.7033, -2.6122], [-0.8745, 1.7513, -2.5305], [1.6185, 1.8614, -0.4386], [0.2503, -1.7849, -5.5984], [0.3743, 1.1831, -6.0867], [1.9854, 2.9230, -0.1265], [0.8079, -2.7217, -6.0067], [0.9922, 1.8647, -6.8104], [-1.4024, 0.2869, 3.8271], [-0.3904, -0.4150, 2.9914], [0.8208, -0.9723, 3.6623], [-0.4500, -0.3166, 1.7246], [-0.4953, -0.0545, 0.5608], [-1.0907, 0.2267, 4.8696], [-2.3792, -0.1896, 3.6977], [-1.4817, 1.3358, 3.5185], [0.8939, -2.0429, 3.4587], [1.7218, -0.4838, 3.2813], [0.7311, -0.8012, 4.7343]],
  "charge": 4,
  "e_homo_ev": -22.32,
  "e_above_lowest_kj_mol": 0.0,
  "orbital_gap_ev": 5.539
}

Record 8
{
  "formula": "C16H30AlBr2FIKLiN3O13S2",
  "method": "ωB97M-V/def2-TZVPD",
  "symbols": ["C", "C", "N", "C", "C", "C", "O", "I", "O", "S", "O", "O", "O", "C", "S", "C", "C", "N", "H", "H", "H", "H", "H", "H", "H", "H", "H", "H", "H", "H", "H", "O", "H", "H", "K", "C", "O", "O", "O", "H", "O", "H", "H", "H", "Br", "C", "C", "Br", "H", "H", "H", "H", "F", "C", "O", "O", "O", "C", "C", "C", "C", "N", "H", "H", "H", "H", "H", "H", "H", "Li", "Al"],
  "coordinates": [[-3.5803, -1.4766, 4.4922], [-3.0540, 0.0001, 4.4078], [-2.2283, 0.3085, 3.1991], [-2.8682, -0.0557, 1.9469], [-4.3962, 0.3076, 1.8329], [-4.9771, 0.2971, 0.3829], [-5.1883, 1.2668, -0.2467], [-5.5120, -1.5761, -0.6012], [-2.7051, -1.4279, 1.4750], [-1.7430, -1.6028, 0.1621], [-0.3863, -2.0490, 0.3876], [-2.3183, -2.5936, -0.7000], [-1.9108, -0.0348, -0.3707], [-1.9761, 0.7308, 0.8671], [-2.4171, 2.5435, 0.6378], [-0.3799, 0.8715, 1.2184], [0.4705, 1.3546, -0.0282], [1.2015, 2.4682, 0.1020], [-4.6783, -1.4637, 4.3126], [-3.4328, -1.8163, 5.5432], [-3.0325, -2.2036, 3.8576], [-3.8601, 0.7704, 4.5377], [-2.3827, 0.1493, 5.2916], [-2.1407, 1.3300, 3.2016], [-4.5330, 1.3257, 2.2760], [-5.0438, -0.3630, 2.4512], [-2.9446, 3.0115, 1.8064], [0.0270, -0.0307, 1.7354], [-0.3353, 1.7014, 1.9662], [0.4561, 0.8131, -1.0401], [1.6536, 2.6382, -0.8115], [0.7529, 1.9351, -3.1785], [0.8266, 2.0954, -4.1458], [-0.0065, 1.3405, -3.0899], [-1.1536, 2.4216, -2.3363], [3.1605, 1.8975, -5.2968], [3.4320, 1.0304, -4.4446], [4.2008, 2.1932, -6.1257], [2.0788, 2.5256, -5.4964], [4.8172, 1.5687, -5.7038], [0.6152, 2.3498, -8.0551], [1.1190, 2.2205, -7.1713], [1.1968, 2.1120, -8.8092], [0.3126, 3.3799, -8.1443], [-5.7831, -1.8235, 7.1567], [-4.1728, -2.3486, 8.1234], [-4.5061, -2.8947, 9.4873], [-4.9458, -1.4647, 10.7310], [-3.5248, -1.4757, 8.1588], [-3.7084, -3.1177, 7.5058], [-3.6409, -3.3945, 9.9209], [-5.3500, -3.5798, 9.4792], [0.7915, 4.7872, -8.6997], [1.1219, -4.1431, -1.6231], [1.3894, -4.6026, -0.5236], [0.2812, -4.6160, -2.4162], [1.6435, -3.1238, -2.1261], [8.0340, -0.9935, -2.0988], [6.6800, -0.4357, -1.6762], [5.7977, -0.0304, -2.8614], [6.3635, 1.0836, -3.6183], [6.8118, 1.9553, -4.2164], [8.6271, -0.2439, -2.6257], [8.6024, -1.3089, -1.2227], [7.9138, -1.8591, -2.7534], [6.8342, 0.4201, -1.0119], [6.1533, -1.2000, -1.0960], [4.8132, 0.2621, -2.4912], [5.6434, -0.8857, -3.5222], [2.4045, 0.8717, 1.2167], [-1.2545, 1.9650, -9.5350]],
  "charge": 2,
  "e_homo_ev": -12.94,
  "orbital_gap_ev": 3.921
}